# 1
A molecular structure, C4H4IO2 at a distorted geometry. Source: the Open Molecules 2025 dataset; level of theory: wB97M-V/def2-TZVPD.

Geometry as XYZ:
```
11
C4H4IO2, DFT wB97M-V/def2-TZVPD
C -0.095 1.445 2.237
C 0.711 0.182 -0.032
C -0.608 -0.421 0.343
C 0.242 0.220 1.375
O 0.112 1.509 3.425
O -0.602 2.212 1.399
I 1.745 -1.671 2.762
H 1.524 -0.484 -0.278
H 0.732 1.121 -0.569
H -1.516 0.101 0.074
H -0.702 -1.497 0.344
```

total charge: -1
orbital gap: 7.66 eV
LUMO level: 0.1069 Ha

---

# 2
8 unconnected molecules or ions with the total composition C43H96ClN3O16P at a distorted geometry. Source: the Open Molecules 2025 dataset; level of theory: wB97M-V/def2-TZVPD.

Geometry as XYZ:
```
160
C43H96ClN3O16P, DFT wB97M-V/def2-TZVPD
C -0.053 -1.466 -4.868
C 1.248 -2.135 -5.363
C 1.921 -2.900 -4.234
C 3.115 -3.745 -4.674
C 3.955 -4.304 -3.529
C 3.158 -5.075 -2.456
N 2.897 -4.263 -1.252
N 1.674 -3.729 -1.225
C 1.419 -2.906 -0.248
C 2.331 -2.577 0.767
P 1.866 -1.391 2.130
O 2.214 0.006 1.356
Cl -0.165 -1.459 1.914
C 3.574 -3.196 0.755
C 4.588 -2.938 1.832
C 5.289 -1.593 1.590
C 6.508 -1.439 2.474
N 7.206 -0.244 2.329
O 6.835 -2.304 3.229
C 3.837 -4.068 -0.331
C 5.139 -4.789 -0.456
C 5.057 -6.183 0.187
H -0.806 -1.402 -5.647
H -0.462 -2.081 -4.063
H 0.150 -0.491 -4.430
H 1.010 -2.795 -6.195
H 1.924 -1.345 -5.693
H 2.246 -2.189 -3.468
H 1.177 -3.554 -3.777
H 2.792 -4.540 -5.345
H 3.778 -3.104 -5.261
H 4.661 -5.023 -3.948
H 4.563 -3.525 -3.067
H 2.186 -5.327 -2.868
H 3.628 -6.008 -2.171
H 0.424 -2.486 -0.244
H 2.491 -0.141 0.443
H 5.327 -3.725 1.918
H 4.045 -2.875 2.774
H 5.550 -1.480 0.534
H 4.607 -0.776 1.826
H 7.165 0.316 3.176
H 6.775 0.320 1.604
H 5.489 -4.830 -1.483
H 5.896 -4.238 0.096
H 4.286 -6.811 -0.251
H 4.814 -6.075 1.245
H 6.029 -6.667 0.143
C 11.710 -7.673 1.271
O 11.431 -8.948 0.720
C 10.196 -9.499 1.135
C 9.092 -9.279 0.123
O 8.793 -7.902 -0.076
C 9.448 -7.342 -1.201
H 12.477 -7.209 0.654
H 10.826 -7.031 1.280
H 12.090 -7.770 2.293
H 9.905 -9.097 2.111
H 10.344 -10.577 1.247
H 8.181 -9.755 0.494
H 9.355 -9.748 -0.830
H 8.919 -7.600 -2.125
H 10.482 -7.681 -1.278
H 9.445 -6.259 -1.081
C -4.937 1.517 3.697
O -5.733 0.345 3.703
C -6.573 0.232 2.563
C -5.982 -0.659 1.492
O -4.762 -0.150 0.967
C -3.607 -0.723 1.538
H -4.114 1.375 4.395
H -4.526 1.728 2.707
H -5.531 2.378 4.020
H -6.800 1.222 2.151
H -7.514 -0.214 2.898
H -6.691 -0.718 0.662
H -5.829 -1.671 1.880
H -3.396 -1.699 1.080
H -3.687 -0.847 2.620
H -2.777 -0.047 1.324
C -0.152 5.305 -5.153
O 0.378 5.281 -3.837
C -0.393 4.527 -2.922
C 0.150 3.127 -2.725
O 0.112 2.349 -3.911
C 1.335 2.334 -4.625
H 0.651 5.604 -5.824
H -0.524 4.325 -5.460
H -0.963 6.035 -5.227
H -1.440 4.488 -3.239
H -0.353 5.047 -1.960
H -0.474 2.615 -1.985
H 1.173 3.174 -2.335
H 2.032 1.620 -4.167
H 1.802 3.319 -4.657
H 1.118 2.012 -5.643
C -2.617 1.236 -4.450
O -3.935 1.254 -4.967
C -4.393 -0.009 -5.417
C -5.231 -0.733 -4.384
O -4.499 -1.040 -3.210
C -4.688 -0.101 -2.162
H -2.490 2.131 -3.843
H -2.439 0.358 -3.824
H -1.881 1.253 -5.262
H -3.547 -0.634 -5.723
H -5.014 0.169 -6.300
H -5.567 -1.681 -4.814
H -6.118 -0.142 -4.134
H -5.622 -0.299 -1.630
H -4.701 0.924 -2.539
H -3.861 -0.207 -1.466
C -7.213 6.115 -1.115
O -6.941 6.185 0.273
C -7.897 5.515 1.077
C -7.458 4.120 1.465
O -7.308 3.260 0.345
C -5.976 3.165 -0.130
H -6.289 6.348 -1.644
H -7.550 5.121 -1.414
H -7.974 6.851 -1.396
H -8.866 5.480 0.570
H -8.018 6.101 1.993
H -8.228 3.684 2.108
H -6.525 4.163 2.038
H -5.392 2.468 0.482
H -5.480 4.139 -0.140
H -6.019 2.783 -1.149
C 6.906 4.575 3.399
O 6.374 3.313 3.020
C 5.048 3.084 3.464
C 4.011 3.391 2.401
O 3.980 4.755 2.041
C 4.726 5.066 0.877
H 7.749 4.785 2.745
H 6.167 5.371 3.292
H 7.258 4.547 4.435
H 4.841 3.650 4.377
H 4.973 2.017 3.709
H 3.025 3.143 2.807
H 4.182 2.764 1.517
H 4.159 4.804 -0.024
H 5.687 4.548 0.859
H 4.905 6.139 0.878
C -9.433 5.783 7.344
O -10.212 4.599 7.312
C -10.955 4.434 6.119
C -10.261 3.528 5.125
O -9.023 4.058 4.679
C -7.893 3.537 5.351
H -8.672 5.655 8.111
H -8.943 5.972 6.387
H -10.055 6.645 7.604
H -11.170 5.406 5.663
H -11.909 3.974 6.393
H -10.901 3.423 4.244
H -10.114 2.534 5.558
H -7.627 2.563 4.921
H -8.062 3.425 6.424
H -7.066 4.229 5.196
```

total charge: +1
orbital gap: 5.62 eV
LUMO level: -0.1694 Ha

---

# 3
5 unconnected molecules or ions with the total composition C10H15BCl16FNO5S. Source: the Open Molecules 2025 dataset; level of theory: wB97M-V/def2-TZVPD.

Geometry as XYZ:
```
50
C10H15BCl16FNO5S, DFT wB97M-V/def2-TZVPD
C -2.625 -2.639 -1.125
O -2.507 -1.292 -0.724
C -1.526 -1.002 0.253
C -0.532 0.010 -0.291
C 0.502 0.439 0.754
C -0.043 1.582 1.604
N 0.651 1.833 2.897
B 0.087 3.073 3.558
O -1.126 3.081 4.203
O 0.861 4.162 3.430
C 0.441 5.431 3.936
S 0.780 0.622 3.948
O 0.916 1.199 5.239
O 1.632 -0.415 3.492
F -0.668 -0.024 3.900
H -2.215 -3.325 -0.378
H -2.122 -2.812 -2.083
H -3.684 -2.867 -1.255
H -2.026 -0.600 1.143
H -1.008 -1.915 0.562
H -1.097 0.885 -0.632
H -0.045 -0.403 -1.177
H 1.418 0.765 0.258
H 0.786 -0.408 1.378
H -1.114 1.434 1.785
H 0.073 2.510 1.040
H -1.916 3.007 3.667
H 0.322 5.389 5.018
H -0.504 5.733 3.484
H 1.215 6.147 3.677
Cl -1.689 -0.578 -3.984
C -2.006 1.157 -3.952
Cl -0.554 2.012 -3.413
Cl -2.444 1.707 -5.572
Cl -3.333 1.497 -2.838
Cl 0.592 -5.253 0.039
C 1.969 -4.488 0.858
Cl 2.672 -5.631 2.001
Cl 3.176 -4.027 -0.343
Cl 1.409 -3.052 1.715
Cl 2.646 -7.659 -1.278
C 3.764 -8.497 -2.355
Cl 3.577 -10.243 -2.164
Cl 3.416 -8.049 -4.029
Cl 5.422 -8.035 -1.956
Cl -1.100 7.577 -5.292
C -0.712 5.910 -4.860
Cl -2.164 5.086 -4.295
Cl -0.072 5.064 -6.272
Cl 0.503 5.903 -3.573
```

SMILES: COCCCCN(B(O)OC)S(=O)(=O)F.ClC(Cl)(Cl)Cl.ClC(Cl)(Cl)Cl.ClC(Cl)(Cl)Cl.ClC(Cl)(Cl)Cl
orbital gap: 9.73 eV
LUMO level: -0.0008 Ha